[1]
ORCA calculation (wB97M-V/def2-TZVPD) on a cluster of 10 separate species, C32H64O12 in total.

```
108
Properties=species:S:1:pos:R:3:forces:R:3:mulliken_charge:R:1
H 1.8821 3.1393 6.9093 -1.866 6.544 1.616 0.507
C -0.1725 2.0536 -5.2173 2.102 2.781 1.162 -0.562
C 2.5948 2.8669 3.0342 2.223 -2.213 -0.140 0.491
H -2.4467 3.9052 1.4669 -1.737 0.314 1.888 -0.339
C 5.1240 -1.5252 -2.7878 0.583 5.782 -4.621 0.645
O -6.1841 -2.8733 1.2063 5.331 -5.058 -1.761 -0.613
C -0.5476 -0.6067 -0.4657 -6.983 -2.628 -2.809 0.930
H -0.4104 -3.7801 0.9947 -6.204 3.352 2.721 -0.021
C 0.8586 -1.0183 -0.8211 -4.704 1.178 -3.445 -1.177
H -0.7997 2.3983 -5.9996 -0.381 -0.791 -1.342 0.450
H -4.5693 -5.7783 0.3861 -0.941 1.143 -0.573 0.265
C -3.7108 -3.2277 1.2081 -1.712 3.091 -5.859 -0.742
H -5.8228 1.9646 3.6567 1.911 -0.149 -0.186 0.280
C 2.0902 1.2073 -4.2906 -3.366 -7.769 -0.526 -0.527
H 1.0907 1.7170 6.4421 0.462 0.370 -0.236 0.215
H 6.3766 -1.7092 -1.3673 2.076 -0.557 1.408 0.397
C -1.1640 -2.8180 4.5304 1.304 4.306 -0.073 -1.395
H -3.4611 5.1419 -2.2307 -2.048 -0.818 -0.374 0.406
H -1.1399 -3.3716 3.6994 0.282 -1.728 -3.721 0.142
H 2.4127 1.8641 7.4876 2.054 -1.886 1.881 0.501
C -0.6951 0.5727 0.4964 -3.955 0.702 -3.088 -0.304
H 0.8495 -1.8124 -1.4961 -0.162 -1.769 -0.789 -0.243
C 4.0212 -2.4914 -3.1203 3.605 -0.762 -6.154 -0.999
C -1.1979 -1.3156 4.2269 -7.954 -0.981 -3.982 0.875
H -3.4328 -4.0357 1.6642 2.564 -4.206 3.868 0.463
O 1.4631 -2.9643 2.2963 -1.141 -2.005 -2.089 -0.520
H 0.0109 0.3239 1.2477 0.447 1.060 1.205 0.322
H -3.0215 -3.3299 0.2133 -1.817 0.539 1.922 0.192
H -3.6188 4.7094 -0.2164 0.089 0.515 -2.926 0.161
C 2.8409 -4.4257 1.1368 -2.566 -4.679 -3.268 -1.308
C 2.9300 2.3923 5.3131 -0.705 -5.278 1.230 -0.221
H -1.1942 4.3896 -0.5207 0.408 1.368 1.481 0.172
H 2.6080 2.0252 -4.3208 3.968 4.365 -0.743 0.569
H 3.7383 2.9962 5.5482 1.565 1.516 -0.182 0.405
C -4.2973 3.2243 2.7615 -4.884 5.665 -0.476 0.761
O 0.7406 -3.7643 -2.8803 -1.886 1.980 -7.793 -0.567
H 4.1553 -3.0404 -4.2896 -0.323 2.057 3.310 0.199
H 0.3416 -5.4558 0.8790 -1.137 -1.041 0.411 0.539
O 0.7521 3.8587 -1.8660 0.369 -0.155 0.202 -0.512
H -3.0362 6.1737 -1.0635 0.892 0.427 0.565 0.335
H 2.2056 4.0699 1.4101 -0.409 0.428 0.813 0.307
C 0.2584 -4.4069 0.7541 5.396 -1.830 -4.912 -0.650
H -2.7131 4.4676 3.1881 0.995 2.011 1.864 0.462
H 2.1409 -4.1948 -4.9827 0.837 -0.656 -0.148 0.257
H 3.0973 -2.0640 -3.0886 -2.545 1.595 -0.020 0.032
H -5.7493 -4.8669 -0.6913 -0.162 0.183 -2.311 0.287
H 1.9899 5.7951 -3.5558 0.368 -1.542 0.770 0.391
H -0.2795 -2.9592 5.0215 2.499 -0.720 1.307 0.480
H 3.2833 1.4016 4.8687 0.449 0.840 1.640 0.278
O 5.5835 -0.6406 -3.7005 -2.222 -5.250 4.991 -0.607
H 3.3103 -4.3779 0.0474 -1.541 -0.654 2.162 0.113
H -4.3335 2.0422 4.5943 1.304 1.010 3.655 0.397
C 1.0912 1.1783 -5.4470 -0.001 -1.381 -5.675 0.674
H -0.6768 -1.5526 -4.6899 0.877 3.472 -0.357 0.187
C -5.4379 -5.0460 0.2781 3.003 -0.424 1.617 -1.070
H 0.7927 5.7918 -4.5755 -1.720 -0.601 -1.875 0.447
H -1.8444 0.8041 0.7236 2.428 -1.532 0.485 0.159
H -0.1215 0.2533 4.2330 -0.832 11.164 -4.710 0.532
H 2.5624 0.1214 -4.3212 0.039 2.718 0.020 0.019
H -1.6450 3.3692 -1.4151 -1.648 -2.208 -1.339 0.470
O 3.7353 2.4805 2.7794 -1.521 0.961 0.148 -0.627
H -1.5484 -2.7754 -3.7867 0.135 0.839 0.805 0.292
H 4.6040 -2.0206 -0.8492 1.938 1.602 0.257 0.070
H -1.8653 -3.2676 5.0738 -3.524 -0.916 2.487 0.570
H 0.6581 -4.5403 -5.9468 1.205 1.707 -0.073 0.386
H -3.5785 -2.2072 1.6354 -0.372 -1.204 -0.041 0.215
H -0.6723 1.5227 -0.1629 1.545 -1.198 1.078 -0.188
O -1.6908 -1.1895 -1.0549 7.309 3.443 3.497 -0.673
H 0.8870 -1.0217 4.0695 -1.835 0.475 1.481 0.233
H 2.7927 -5.5063 1.6828 -0.067 1.489 -2.269 0.304
H 0.2087 -4.2255 -0.4288 0.985 -0.500 2.166 0.040
H 0.7241 3.7761 2.4395 0.003 -0.110 -0.195 0.285
C -5.1676 -3.7198 0.8985 -3.973 6.799 1.900 0.572
C 2.0462 2.2452 6.6175 -0.161 -4.309 -4.940 -1.432
H 0.0680 -0.4680 5.6329 0.439 -0.271 2.055 0.477
H -1.2881 -2.9762 -5.3405 0.212 -0.265 -1.447 0.490
C -3.1186 5.1103 -1.2203 -0.146 -0.796 1.995 -1.005
C 1.2959 -3.7275 -5.4365 -1.966 -2.182 3.238 -1.071
C -0.7766 -2.5363 -4.5156 -1.384 -4.959 2.085 -1.090
C -0.0712 -0.5539 4.6094 3.922 -9.276 1.382 -1.403
O -1.0710 4.9928 -2.3789 -0.214 1.915 -2.103 -0.308
H 3.9900 -3.2937 -2.5253 0.050 -3.011 2.619 0.858
H -4.1022 1.1571 3.2989 -1.003 0.282 -0.270 0.140
O 2.1120 2.7566 4.2783 -2.503 2.764 -1.301 -0.262
C 0.1976 4.7234 -2.4869 1.800 1.191 -2.263 0.708
C 1.6244 3.3392 2.0147 0.901 1.877 -0.366 -0.509
C 1.4628 -3.8687 1.4153 2.592 2.969 1.654 1.011
H 1.1725 -0.2099 -1.4286 0.706 1.281 -0.556 0.383
H -6.2449 -5.4999 0.7314 -1.887 -0.815 1.256 0.407
C 5.4191 -1.3113 -1.2876 -2.807 -8.421 -3.366 -1.023
H 3.5203 -4.1233 1.7624 3.592 3.057 3.329 0.511
C -4.6774 2.0544 3.6521 -1.675 -0.915 -4.567 -0.986
H -0.7096 1.5206 -4.4772 -0.942 -0.433 0.853 0.216
H 1.6293 -2.8164 -5.8713 -0.388 0.597 -1.140 0.366
H 1.6269 1.2870 -3.3150 -0.782 -0.089 0.113 -0.052
H 1.4869 -1.1312 -0.0904 3.395 -0.606 4.482 0.772
C -2.8494 3.6834 2.5553 0.334 -4.598 -4.370 0.007
O -5.2615 4.1007 2.4304 4.901 -4.763 1.245 -0.596
O -2.2524 -0.8295 3.5330 5.731 -2.007 3.654 -0.496
H 5.3199 -0.3739 -1.1941 -0.416 6.971 1.626 0.428
H 0.0225 3.1704 -4.7307 0.298 -3.027 -0.724 -0.169
C 0.4172 -3.3971 -4.1674 2.428 -0.478 4.862 0.722
C 0.8984 5.7387 -3.5446 1.459 1.040 3.344 -1.382
C -1.8230 4.4035 -1.3892 1.601 0.155 2.602 -0.221
H 0.8663 6.7892 -3.1743 -1.276 -0.551 -0.046 0.396
H -2.2383 2.7436 2.6330 -0.010 1.025 1.235 -0.155
O 1.2761 0.5078 -6.6043 -0.962 3.573 6.922 -0.625
H 1.4717 2.7214 1.1616 -0.543 -1.517 -0.025 0.072
```
Positions in Å, forces in eV/Å.

Output
largest force on an atom = 12.15 eV Å⁻¹
SMILES string = CCOC(C)=O.CCOC(C)=O.CC(C)=O.CC(C)=O.CC(C)=O.CC(C)=O.CC(C)=O.CC(C)=O.CC(C)=O.CC(C)=O
energy relative to the best compared isomer or geometry (same formula, charge and spin) = 336.2 kcal/mol



[2]
ORCA calculation (wB97M-V/def2-TZVPD) on a cluster of 6 separate species, C32H65Br2F3O18S5 in total.

```
125
Properties=species:S:1:pos:R:3:forces:R:3:mulliken_charge:R:1
H 7.4693 2.8849 -0.7897 0.339 -0.181 0.032 0.213
C 0.5309 4.3566 4.0075 0.244 0.462 2.850 1.828
H 1.3689 1.4751 4.8499 0.350 2.138 1.566 0.074
O -5.3681 3.6822 1.2161 -0.175 -0.204 -1.162 -0.562
H -0.4366 -0.7625 -1.8982 0.104 0.305 0.425 -0.280
H -3.1695 0.7970 3.3353 1.617 1.387 1.050 0.307
H 3.7766 -0.4111 3.3499 2.067 1.291 0.710 0.169
H 3.0477 4.0766 6.0494 -0.400 -2.549 -0.662 0.296
H -1.5190 5.2701 4.4702 1.136 -1.270 -1.872 0.387
O -3.8322 -8.9576 -2.8229 -1.074 0.012 -0.333 -0.625
C -0.3483 -0.2108 -0.9604 0.143 -0.115 -0.027 -0.017
C 0.1237 -5.6942 -4.8092 0.430 -1.159 -0.322 -0.380
H -4.0493 -10.1248 -5.1831 -0.066 0.155 0.100 0.327
H -1.1854 -7.1385 -3.8637 0.065 -0.022 -0.141 0.292
O 1.2353 3.4250 3.1207 -1.254 2.526 -3.046 0.156
H 8.2059 2.9949 -2.3870 0.112 -0.140 0.071 0.331
Br 4.4918 4.9027 -3.1768 -0.931 0.466 1.554 -0.141
H 2.2894 8.0346 5.0871 -0.426 -3.255 -0.969 0.357
H 1.3509 1.6598 0.8718 -0.764 2.302 -0.576 0.253
H 5.0668 0.7666 2.6382 -0.178 -1.254 2.049 0.031
C -7.9787 4.4994 -0.5418 -1.141 -0.350 0.220 -0.354
C 0.3445 3.5436 5.4580 1.275 0.094 0.648 -0.847
C -8.5050 4.3416 0.8728 0.135 -0.211 0.311 -0.961
F 2.2215 5.8904 -1.8291 3.065 -3.100 1.548 -0.236
F 4.1397 5.2774 -0.3972 -3.248 -0.454 -3.387 -0.195
O -6.3618 -8.8523 -2.7575 1.178 0.017 -0.286 -0.624
H 3.4318 2.4165 6.8527 -0.899 1.024 -2.170 0.402
H -2.4533 -4.4231 -0.0323 0.102 -0.055 0.152 0.041
H -8.5649 5.2683 -1.0562 0.417 -0.002 -0.037 0.269
H 1.1807 1.8199 6.6926 0.479 1.147 -2.217 0.365
O -2.1980 -5.0259 -2.6328 1.031 0.375 0.064 -0.542
C -2.7348 3.1153 3.6795 -0.923 -2.239 -0.582 -0.072
C 2.0592 6.9206 4.7416 -5.215 -7.725 -1.970 -0.950
H 5.8158 1.1370 5.4611 -2.175 -0.373 -0.795 0.298
O 1.6146 5.0770 1.2672 -2.306 -7.262 3.489 -0.598
H -8.0037 3.5167 1.3889 -0.094 0.110 -0.087 0.279
C -4.9252 -9.5992 -5.5774 -0.045 -1.004 -0.502 -0.341
H -2.2134 -2.4565 -3.8356 0.121 -0.067 0.094 0.481
C 4.0471 2.4821 4.6589 0.862 -0.214 0.330 0.138
C -0.9679 4.8021 3.5292 0.482 2.230 -1.042 -1.034
O -1.0363 -0.4328 1.5624 -0.514 -0.565 -0.961 -0.647
H -0.2804 -7.7724 -5.2457 -0.003 0.128 -0.004 0.434
H -5.0521 -6.4198 -1.9568 0.037 -0.193 -0.126 0.370
C 3.0016 2.9012 5.8498 0.625 0.013 0.403 -0.838
H -1.4188 1.3479 2.9079 -2.071 0.516 1.823 -0.053
H 4.8965 3.3074 4.5890 -1.789 -1.711 0.086 0.283
S 9.8520 0.7383 -2.2373 -0.258 0.043 0.346 1.189
H -8.0915 3.5716 -1.1123 0.185 0.072 0.040 0.315
C 1.1771 3.1840 -0.9567 -0.610 -1.040 0.243 -0.675
C 6.6620 1.4838 -2.1927 0.025 -0.269 -0.358 -0.633
C 1.2711 3.8716 1.7234 1.643 3.902 -2.746 0.030
H -4.0761 -6.2508 -3.4473 -0.127 -0.099 0.117 0.106
O -6.6263 4.9339 -0.5480 1.383 -0.334 -0.021 -0.276
H 0.7503 2.3149 -1.6555 1.193 1.909 1.489 0.207
H 0.5591 4.3215 6.3378 -0.539 -1.571 -2.059 0.380
H 0.5570 -5.5367 -5.8026 -0.139 0.337 0.222 0.285
H -6.3560 -10.8311 -4.5148 0.043 0.044 -0.160 0.302
H -8.3216 5.2479 1.4584 -0.081 -0.073 -0.145 0.255
H 3.9805 0.4516 5.6925 1.956 1.011 -1.123 0.248
Br 4.0271 2.4791 -0.0291 -1.270 0.506 -1.149 -0.052
S -5.4554 3.8502 -0.2190 -0.155 0.343 -0.084 1.193
C 4.7518 1.0080 4.9910 -1.452 0.304 -1.174 -0.488
H -3.1632 4.2885 -0.5287 -0.219 -0.051 0.082 0.188
H -1.8391 -2.2216 -2.1033 -0.100 -0.348 -0.183 0.026
C 7.8217 2.2921 -1.6404 -1.043 0.524 -0.471 -0.336
H 11.5580 1.0710 -0.6310 -0.122 -0.099 -0.097 0.312
O 9.1896 -0.4301 -2.7770 0.566 1.100 0.125 -0.602
H -9.5778 4.1323 0.8656 0.085 0.064 -0.078 0.386
O -5.5890 2.7242 -1.1179 -0.100 0.682 0.965 -0.660
O -1.7435 3.7777 2.8199 0.392 1.489 2.661 -0.181
H -0.8212 5.7190 2.7787 -0.334 -2.067 1.466 0.311
H 10.6090 -0.4247 -0.3206 0.014 0.105 -0.151 0.309
C 4.8096 0.1256 3.5936 0.045 -0.679 0.498 -0.681
S -5.0869 -8.3822 -3.2568 -0.148 0.394 -0.180 1.218
H -3.1165 -3.3053 1.1566 0.100 -0.104 0.025 0.276
C 1.4365 5.7031 4.4148 3.313 8.113 1.544 -0.481
S -0.9985 -4.2658 -2.9137 0.269 0.235 -0.512 1.063
H -2.4898 -4.8711 1.6916 0.111 0.056 -0.070 0.435
O 8.8598 1.4502 -1.1592 1.266 -0.706 -0.236 -0.249
C -5.0129 -6.6229 -3.0289 0.018 -0.005 -0.287 -0.761
C -6.1602 -10.4801 -5.5329 -0.214 -0.150 0.302 -1.038
H -7.0450 -9.9243 -5.8586 0.166 -0.061 -0.039 0.265
H -4.1627 5.0140 -1.8239 -0.062 -0.048 0.167 0.346
O -5.1334 -8.3764 -4.8851 0.120 0.648 1.052 -0.245
H 0.5022 4.1167 -1.1641 1.843 -1.494 0.307 0.329
H -0.7211 0.8072 -1.0912 -0.134 -0.199 0.149 0.140
H -6.0336 -11.3568 -6.1732 0.044 0.117 -0.005 0.388
C 0.8904 2.7069 0.5846 -0.812 0.130 0.973 -0.071
H 5.5888 -0.7411 3.7894 -1.470 1.761 -0.840 0.344
H -0.2911 2.5697 0.6814 2.477 0.359 -0.079 0.140
H -1.8554 1.2210 4.7404 -1.094 0.250 -1.920 0.259
C -1.4454 -2.5542 -3.0659 -0.076 -0.159 -0.265 -0.671
F 2.9838 2.6095 -2.6455 -0.871 1.877 3.221 -0.319
H -0.7480 3.1633 5.6323 2.113 0.542 -0.737 0.258
H -0.5562 -1.9779 -3.3269 -0.097 -0.304 -0.153 0.239
H -0.8499 -2.9965 2.1734 0.019 0.142 -0.170 0.320
C -4.0797 4.8393 -0.7498 -0.110 0.169 -0.069 -0.779
H -3.7810 3.1801 3.1426 2.129 0.128 1.034 0.060
C -0.8043 -6.8939 -4.8602 -0.248 -0.129 0.301 -0.944
H -1.6711 -6.6872 -5.4956 0.166 -0.017 -0.012 0.225
O 0.1843 -4.3626 -2.0857 -1.035 -0.382 -0.574 -0.642
H 5.8198 2.1349 -2.4409 0.129 -0.032 0.084 0.013
H 3.5755 2.3726 3.5938 0.540 0.465 2.146 -0.278
H 0.6872 -0.1898 -0.6163 -0.140 -0.071 -0.019 0.263
H -0.2004 -4.2295 1.0945 0.052 0.388 -0.246 0.313
H -4.0890 5.7820 -0.1994 -0.035 -0.170 -0.045 0.339
C 1.4701 2.3445 5.6598 -0.685 -0.467 1.018 -0.363
O 10.4312 1.7553 -3.0882 -0.709 -0.831 0.382 -0.631
O -2.7057 -1.0867 -0.2265 0.938 0.189 0.616 -0.681
O -0.6665 -2.4825 0.1675 -0.118 1.704 -0.504 -0.062
H -5.8707 -6.1658 -3.5257 0.081 -0.156 0.065 0.385
C -2.3030 1.4994 3.6957 0.773 0.592 -0.394 -0.478
C -0.9542 -3.4393 1.1774 -0.428 -1.032 0.858 -0.435
H -4.7070 -9.3443 -6.6199 0.018 0.290 0.279 0.285
H 6.9539 0.9483 -3.1017 -0.019 0.088 0.119 0.384
H 11.8266 -0.3900 -1.6291 -0.198 0.110 -0.073 0.370
C -2.3311 -4.0490 0.9890 -0.356 0.200 -0.071 -0.785
C 2.7560 3.3525 -1.3557 -0.610 -0.518 -0.710 0.232
H -2.8405 3.5605 4.7565 0.481 -0.674 -2.108 0.278
H 0.9550 -5.8654 -4.1175 -0.135 0.148 0.037 0.308
H 6.3321 0.7333 -1.4677 0.017 0.171 -0.042 0.249
S -1.3488 -1.0070 0.2715 0.391 -0.613 0.074 1.072
C 11.0859 0.1961 -1.0814 -0.076 0.083 0.175 -0.924
O -0.5790 -4.5074 -4.4690 -0.502 0.913 1.066 -0.248
C 3.2766 4.8939 -1.5378 1.102 1.236 -0.182 0.745
```
Positions in Å, forces in eV/Å.

Output
largest force on an atom = 9.53 eV Å⁻¹
SMILES string = C#C[C@@](CCCCCC)(COCC)OC(=O)CC[C@](F)(Br)C(F)(F)Br.CCOS(C)(=O)=O.CCOS(C)(=O)=O.CCOS(C)(=O)=O.CCOS(C)(=O)=O.CCOS(C)(=O)=O
energy = -10050.6280 Ha